Formula: C56H143N9O21
Source: the Open Molecules 2025 dataset
Level of theory: ωB97M-V/def2-TZVPD

Geometry as XYZ:
```
229
Properties=species:S:1:pos:R:3:forces:R:3:mulliken_charge:R:1
C 9.439319 -8.147795 27.938508 0.246 -0.895 -0.054 -0.5480
O 9.276656 -8.248923 26.543576 -1.035 0.352 -1.244 -0.4638
C 7.995738 -7.915858 25.899618 0.989 -0.418 -0.227 -0.0485
C 7.028676 -9.114645 25.736527 0.761 -0.070 1.413 0.4254
C 7.829377 -10.193931 24.967047 -0.154 2.693 -0.398 -1.4259
N 5.782848 -8.682534 25.096366 0.639 -1.002 0.235 -0.0012
H 9.422370 -9.157842 28.420933 -0.543 0.683 -0.207 0.2268
H 8.750130 -7.440444 28.389149 -0.269 -0.012 0.216 0.1502
H 10.456871 -7.808177 28.106068 0.135 0.332 0.032 0.3484
H 7.491722 -7.123716 26.443053 0.003 0.347 0.192 -0.0983
H 8.244289 -7.553749 24.848192 -0.095 -0.283 1.315 0.3514
H 6.868402 -9.549279 26.750513 -0.392 0.482 -0.460 -0.1881
H 7.419207 -11.174910 25.087347 -0.166 -0.530 -0.339 0.3309
H 8.860353 -10.085496 25.378436 -0.692 -0.557 -0.596 0.4261
H 7.774616 -9.740474 23.933677 0.468 -1.317 0.507 0.3263
H 5.203102 -7.975150 25.554390 0.456 -0.261 -0.105 -0.0846
H 6.026878 -8.450878 24.148043 -0.396 0.376 -0.307 0.3258
C 0.300697 -4.320990 29.095356 -0.022 -1.179 1.287 1.5907
O -1.011246 -4.405444 29.673782 0.387 0.057 -0.586 -0.2779
C -1.781582 -5.473614 29.155038 0.944 -0.751 2.307 -0.7918
C -3.134580 -5.367204 29.756804 0.413 -2.093 1.362 -1.5216
N -2.950776 -5.885727 31.117882 0.160 1.248 0.919 0.4978
C -3.883800 -5.332629 32.082251 1.224 0.734 0.862 -0.9892
C -3.416879 -5.777036 33.459827 -0.175 0.465 -0.263 -0.8623
O -2.244223 -5.112416 33.830828 0.962 0.871 -1.431 -0.1001
C -1.616132 -5.615709 34.970494 -1.760 -1.964 -0.785 -0.5632
H 0.345367 -4.579479 28.029447 -0.295 0.339 0.236 -0.3086
H 1.000541 -5.001129 29.662067 -0.527 0.296 -0.532 0.0966
H 0.609535 -3.324525 29.323235 0.444 0.652 -0.373 -0.7682
H -1.285135 -6.451733 29.424083 -0.595 0.819 -0.541 -0.1460
H -1.922667 -5.376575 28.157418 0.314 0.137 -3.580 0.9987
H -3.862333 -6.048990 29.291409 0.171 0.386 -0.320 0.3429
H -3.457820 -4.349028 29.685388 -0.386 0.805 0.200 0.6297
H -2.030501 -5.577482 31.494543 -0.647 -0.205 -0.771 -0.0898
H -4.849011 -5.732632 31.961998 -1.403 -0.652 -0.416 0.5374
H -4.001945 -4.204413 32.061526 0.357 -0.906 -0.057 0.3563
H -3.251546 -6.844549 33.458198 0.007 -0.612 -0.066 0.3550
H -4.187512 -5.544281 34.165372 -0.711 0.058 0.786 0.5371
H -0.786393 -5.028691 35.215249 1.203 0.908 0.330 -0.0321
H -1.343513 -6.691973 34.829190 0.089 0.653 0.151 0.2068
H -2.396316 -5.581129 35.702415 -0.060 -0.076 1.399 0.4481
C 2.343441 -9.898496 23.364349 1.580 0.794 0.102 -0.3309
O 2.900140 -11.190942 23.438085 -0.596 -0.237 -0.498 -0.4242
C 3.483152 -11.441437 24.681296 0.822 0.091 1.507 0.9786
C 3.088850 -12.865506 25.192585 1.175 0.579 -1.303 -0.8464
N 1.684383 -12.968677 25.455662 -1.011 -1.078 -0.132 -0.1929
C 1.310928 -14.174950 26.183653 0.207 0.535 1.150 -0.7276
C -0.144757 -14.323097 26.592064 1.375 -1.042 0.071 -0.7347
O -0.324096 -13.393345 27.576153 -2.567 0.661 2.599 -0.1019
C -1.618044 -13.555522 28.286651 0.950 -0.423 -0.058 -0.7306
H 3.133907 -9.191948 23.687407 -0.298 0.097 -0.415 0.2913
H 1.505001 -9.654439 24.002202 -0.577 -0.683 0.498 -0.0832
H 2.055099 -9.693564 22.349351 -0.018 -0.037 -0.487 0.3861
H 3.159344 -10.598459 25.333035 0.022 -0.795 0.372 -0.4705
H 4.617165 -11.312171 24.690890 -1.219 -0.376 -0.397 -0.0930
H 3.702491 -13.171850 26.065313 0.009 0.312 -0.171 0.3872
H 3.408832 -13.535545 24.330695 -0.605 0.437 1.011 0.3006
H 1.330087 -12.197377 25.986375 0.069 0.625 0.212 0.0450
H 1.937276 -14.294650 27.105374 -0.458 0.236 -0.139 0.3236
H 1.508017 -15.065300 25.687857 0.793 -1.423 -1.814 0.5676
H -0.276614 -15.383142 26.957291 0.027 0.797 -0.125 0.3511
H -0.841313 -14.158707 25.796930 -0.446 0.045 -0.935 0.4156
H -1.631085 -12.718499 29.022766 -0.457 -0.565 -0.792 0.0425
H -1.681241 -14.538316 28.869324 0.475 1.101 -0.784 0.3211
H -2.472247 -13.591797 27.554814 0.753 0.510 0.679 0.3527
C -0.316838 -0.512385 35.355849 -1.548 0.543 -1.938 -0.9159
O 0.159188 -1.321288 34.285562 -0.066 0.491 -0.243 -0.0954
C -0.215260 -0.834895 32.979434 -1.509 0.906 1.248 -1.0782
C 0.315961 -1.784902 31.981369 0.262 -1.996 -2.453 0.7174
N 1.230516 -1.218855 30.958195 0.556 0.510 0.168 0.0327
C 0.521281 -0.626918 29.825172 -0.452 -0.801 0.149 -0.2754
C 1.364483 -0.257018 28.627764 0.460 -0.182 -0.832 -1.1675
O 1.813488 -1.403906 27.927988 -0.563 -1.845 0.688 0.3374
C 2.670876 -1.217627 26.849008 0.641 0.760 0.071 -0.8701
H -0.235953 -1.072101 36.263064 0.455 -0.089 0.596 0.2555
H -1.419760 -0.360545 35.161121 0.824 0.080 0.436 0.3137
H 0.153036 0.493934 35.347426 -0.019 -0.607 0.333 0.3047
H 0.200045 0.141351 32.770982 0.521 0.507 0.228 0.4302
H -1.351007 -0.632032 32.933838 1.370 -0.791 0.144 0.4607
H -0.492833 -2.307135 31.421306 -0.028 0.360 0.359 -0.2044
H 0.780295 -2.632077 32.497547 0.331 0.358 0.035 0.0546
H 2.036322 -1.800076 30.653849 -1.034 0.303 0.631 -0.2408
H -0.072996 0.255952 30.108349 0.458 0.024 0.227 0.3856
H -0.259700 -1.336246 29.486509 0.120 0.080 -0.258 0.0517
H 2.251070 0.350759 28.852159 -0.264 0.243 0.285 0.3815
H 0.718619 0.235370 27.907960 -0.202 0.820 0.056 0.4327
H 3.615981 -0.831342 27.263216 -0.036 0.549 -0.514 0.3267
H 2.220277 -0.536905 26.085834 0.476 -0.352 0.366 0.2846
H 2.982545 -2.167344 26.386402 -0.742 0.081 0.219 0.0908
C -0.888653 2.183531 21.113788 -0.441 0.985 -3.660 -0.6945
O -1.622152 1.797332 22.184284 -1.627 0.481 0.836 -0.3429
C -1.831045 0.422577 22.303308 -1.097 -0.058 0.267 -0.3395
C -2.801453 0.211667 23.491048 0.936 0.497 -1.257 -0.7857
N -2.895552 -1.155048 23.839065 0.280 -2.199 1.265 -0.4373
C -1.730050 -1.726550 24.570037 1.000 0.152 0.237 0.2306
C -2.230937 -2.780435 25.535848 -0.446 -0.453 -0.188 -0.7557
O -3.000957 -2.149879 26.523919 -0.179 0.689 0.515 -0.3419
C -4.038872 -2.965659 27.036891 0.353 1.185 2.441 -0.6217
H -1.310159 1.773871 20.080256 0.821 0.351 1.930 0.2519
H 0.152909 1.909442 21.208507 0.506 -0.186 -0.116 0.2999
H -0.965990 3.293751 20.950328 0.151 -0.948 0.604 0.2527
H -0.862333 0.026277 22.504159 0.796 -1.097 0.244 0.3283
H -2.251972 -0.072479 21.385065 0.353 0.605 0.510 0.2910
H -3.799987 0.490688 23.192317 -0.213 0.655 -0.081 0.3882
H -2.455808 0.761493 24.349083 0.109 0.867 0.284 0.3615
H -3.667607 -1.222066 24.515857 0.326 -0.179 -0.490 0.2770
H -1.098179 -0.994045 25.171642 -1.024 -0.329 -0.635 0.4529
H -0.998377 -2.196485 23.875232 -0.664 0.324 0.327 -0.2321
H -1.438204 -3.393580 25.966602 0.293 0.128 0.052 0.0460
H -2.923050 -3.473710 25.042745 0.228 -0.110 -0.477 0.5142
H -4.652523 -3.288731 26.204213 -0.595 -0.175 0.104 0.4002
H -4.591004 -2.281441 27.849086 0.911 -1.706 -2.000 0.2199
H -3.590612 -3.842328 27.582832 -0.612 0.627 -0.560 0.0730
C -1.843387 -9.162191 26.187522 -1.746 -0.594 0.988 -0.9115
O -1.825832 -8.753284 27.568255 -0.086 -0.384 -1.100 -0.2846
C -0.972862 -9.446906 28.466964 1.366 0.802 -1.340 1.2495
C -1.485743 -9.267582 29.855219 -0.523 -0.016 1.592 2.1873
N -2.890491 -9.721603 30.092685 -0.002 0.991 -0.317 -0.4340
C -3.226642 -9.802992 31.543808 -0.070 0.706 -1.383 0.5857
C -4.617171 -10.412330 31.727810 0.476 1.041 1.559 -0.9539
O -5.615977 -9.370815 31.634688 -0.295 -0.664 -0.080 -0.2457
C -6.969925 -9.865427 31.452315 1.709 -0.667 0.494 -0.7677
H -2.264523 -10.163841 26.075615 -0.547 -0.230 0.465 0.3400
H -0.949842 -9.335652 25.627118 1.413 0.994 0.065 0.2032
H -2.554964 -8.484217 25.699609 0.578 -0.026 -0.052 0.3104
H 0.053497 -8.974170 28.305591 -0.972 -0.537 0.794 -0.8551
H -0.804802 -10.506216 28.246207 -0.560 -0.138 -0.318 0.0418
H -1.323717 -8.228462 30.199614 -0.206 -0.299 -0.154 -1.8283
H -0.857747 -9.889477 30.505715 -0.115 0.153 -0.156 -0.1732
H -3.529607 -9.010746 29.687714 0.599 -0.695 0.152 0.2529
H -3.210738 -8.799943 32.015795 -0.061 -0.298 -0.058 -0.7576
H -2.417086 -10.376092 31.982183 -0.174 -0.436 0.389 0.4673
H -4.601827 -10.959807 32.686981 -0.465 0.595 0.265 0.3372
H -4.806582 -11.183843 31.041476 -0.196 -0.845 -1.535 0.4817
H -6.892960 -10.874416 31.070361 -0.199 -0.380 -0.272 0.3140
H -7.506878 -9.280597 30.737635 -0.157 0.677 -0.347 0.2575
H -7.508201 -9.931850 32.391059 -0.061 0.247 0.301 0.2775
C 1.440929 -10.983309 31.208810 1.821 -0.671 0.185 -0.7692
O 1.447176 -10.145049 30.106341 0.811 -0.579 -2.026 0.4750
C 2.189598 -10.764513 29.017758 -0.673 0.610 -1.205 -0.6588
C 3.672410 -10.439293 29.019539 -0.741 0.557 -0.738 -1.0431
N 3.791057 -8.974564 28.968921 0.138 -1.003 -1.410 1.3860
C 5.144925 -8.559482 29.246579 0.531 -0.358 0.149 0.4388
C 5.287995 -7.239057 29.919904 0.547 2.148 -0.582 0.3034
O 4.521942 -7.181403 31.062067 -0.865 -1.936 2.219 0.3573
C 4.167727 -5.936961 31.570079 0.463 0.974 -0.919 -1.0002
H 0.942446 -10.461942 31.940871 -0.688 1.366 2.160 -0.0110
H 2.472477 -11.253245 31.507659 -0.301 0.294 0.213 0.3583
H 0.912998 -11.912613 31.181118 -0.613 -0.893 -1.114 0.2199
H 1.739261 -10.443688 28.027524 0.330 -0.044 1.190 -0.2989
H 2.048837 -11.824265 29.064666 -0.174 -0.829 0.067 0.6098
H 4.211275 -10.992774 28.204079 -0.592 0.773 0.323 0.1583
H 4.103971 -10.794734 29.919657 0.620 -0.538 1.229 0.5315
H 3.112720 -8.632478 29.617516 -0.107 0.545 0.684 -0.3502
H 5.760810 -8.578115 28.333699 -0.260 0.169 0.104 -1.4597
H 5.594024 -9.282862 29.919286 0.304 -0.363 0.293 0.4613
H 4.910282 -6.392140 29.333702 0.390 -0.198 -0.702 -0.7631
H 6.369921 -7.025877 30.153257 -0.705 -0.215 -0.284 0.2761
H 3.599709 -5.977033 32.499797 -0.286 -0.486 -0.400 -0.0334
H 3.636638 -5.410705 30.748307 -0.059 0.233 0.678 0.1228
H 5.049487 -5.351690 31.852534 0.260 0.064 -0.220 0.4996
C 5.481490 -4.502964 27.498228 0.874 0.700 0.310 -0.4281
O 5.603764 -4.118194 28.859727 -0.357 -0.546 -0.729 -0.2932
C 4.904478 -2.926435 29.095429 0.181 0.709 0.705 0.5549
C 5.425181 -2.394139 30.414825 0.523 2.408 0.651 -1.5595
N 4.474066 -2.560453 31.476820 -0.168 2.728 -0.140 0.5832
C 4.777628 -1.807407 32.683985 0.913 0.656 0.449 -0.9300
C 3.708023 -2.049399 33.711788 -0.678 -1.139 1.454 0.0394
O 3.559005 -3.490237 33.793497 -0.099 0.480 0.156 -0.2476
C 2.570203 -3.832844 34.747902 -0.156 -1.205 -0.650 0.0162
H 4.466439 -4.392953 27.190288 -0.866 -0.279 -0.436 0.2650
H 5.852351 -5.500802 27.365569 -0.100 -0.635 0.109 -0.2261
H 6.106630 -3.859885 26.866536 -0.043 0.165 0.017 0.3488
H 3.780371 -2.996895 29.205902 0.962 -0.434 -0.388 -0.1911
H 5.104539 -2.188835 28.297403 0.032 -0.307 0.070 0.4398
H 5.548625 -1.291180 30.361889 -0.183 -0.315 -0.427 0.4624
H 6.458363 -2.672360 30.721619 -0.406 -0.671 -0.611 0.3273
H 4.409523 -3.489998 31.693627 -0.450 -2.682 0.902 -0.1891
H 4.816173 -0.693256 32.514643 0.019 -1.067 -0.278 0.3177
H 5.799104 -2.094819 33.143125 -1.257 0.321 -0.575 0.3483
H 2.681084 -1.671335 33.549042 0.660 0.327 -0.661 -0.1851
H 3.975692 -1.663561 34.732773 0.196 -0.177 -0.776 0.3948
H 1.724156 -3.137226 34.701831 0.056 -0.142 0.155 0.0908
H 3.018050 -3.873495 35.732520 -0.018 0.248 0.521 0.3819
H 2.214217 -4.878514 34.526772 0.277 1.044 0.046 -0.3896
C 0.026862 -7.963489 32.798307 1.627 0.849 -1.730 0.0230
O 0.896976 -8.520155 33.773073 -0.345 -0.715 0.701 -0.3675
C 1.932917 -7.733090 34.363200 -0.313 0.574 -1.057 1.4065
C 2.832901 -8.632519 35.232067 -0.478 0.032 0.392 -1.5809
N 3.446385 -9.767275 34.576214 -0.278 -0.468 -0.704 -0.3104
C 4.520243 -9.367741 33.603396 -0.659 0.433 2.172 0.1009
C 5.686828 -10.359912 33.477175 0.979 2.204 -0.927 -0.9297
O 6.402594 -10.063307 32.227917 -0.457 -1.028 0.735 -0.2979
C 7.318581 -9.013265 32.302088 -0.209 1.051 -0.372 -0.3213
H 0.060903 -6.840439 32.723981 0.126 -0.821 0.376 0.2240
H -1.006781 -8.228925 32.990335 -0.048 -0.333 0.053 0.0597
H 0.374591 -8.333632 31.759449 -0.752 0.482 1.477 -0.2907
H 1.449066 -6.910750 34.930673 0.466 -0.338 0.032 0.3093
H 2.479339 -7.290925 33.509687 0.162 0.028 0.489 -0.6520
H 2.208584 -9.043135 36.018757 -0.352 -0.064 0.202 0.4852
H 3.607964 -8.089354 35.776165 -0.064 0.454 -0.300 0.4407
H 2.621702 -10.247355 34.149034 1.419 0.208 -0.069 0.3304
H 4.864312 -8.388324 33.998025 0.174 -0.525 -0.270 0.3443
H 4.064031 -9.125903 32.683462 -0.084 -0.050 -1.551 0.1576
H 5.321448 -11.333413 33.307967 -0.339 -1.281 0.261 0.3263
H 6.414952 -10.275167 34.329098 -0.812 -0.354 -0.570 0.2486
H 7.695391 -8.844597 31.223826 -0.520 0.064 1.890 -0.0842
H 8.147221 -9.195301 33.000616 0.189 -0.409 -0.329 0.3848
H 6.797010 -8.138467 32.769364 0.483 -0.045 -0.960 0.1440
O 3.324084 -7.532916 26.479822 -1.518 -0.178 0.145 -0.0162
C 1.970883 -7.104009 26.224455 -1.864 -1.537 0.452 1.0222
C 1.929968 -5.572512 26.109021 -0.296 -0.995 2.133 -0.1420
O 0.646582 -5.067447 25.778834 0.531 -0.320 0.326 -0.2023
H 3.214261 -8.308977 27.078284 0.720 0.619 0.065 -0.1792
H 1.552355 -7.580991 25.298038 0.664 0.582 0.179 -0.1019
H 1.194601 -7.558893 26.988183 1.626 1.208 -0.735 -0.6602
H 2.711763 -5.422097 25.381686 0.260 1.026 -0.292 0.8066
H 2.169307 -5.165532 27.148496 0.188 -0.302 -1.483 -0.6416
H 0.639151 -4.844124 24.851104 -0.192 0.146 -0.858 0.0576
O 0.409125 -4.307442 22.916912 -1.290 -0.093 -0.968 -0.6021
C -0.620271 -4.834727 21.968385 1.572 -0.191 1.340 -0.6597
C -1.957551 -4.196971 22.141039 -1.645 -0.968 0.532 0.4021
O -1.831294 -2.904997 21.731224 -0.953 3.785 0.037 -0.5515
H 0.343930 -3.350153 22.811644 0.175 0.036 -0.008 0.2353
H -0.216704 -4.757271 20.957296 -0.266 0.288 -0.032 0.2984
H -0.653838 -5.869684 22.224450 -0.158 -0.857 0.096 0.4475
H -2.332989 -4.172710 23.203660 0.549 -0.760 -0.828 -0.2978
H -2.733761 -4.738745 21.502593 0.860 0.278 0.750 0.3297
H -2.436416 -2.253025 22.260567 1.124 -1.646 -0.913 0.3932
```
Forces are in eV/Å.

E_HOMO in eV: -8.40
E in eV: -116782.868
Energy above the lowest of the compared OMol25 structures with the same formula, charge and spin in kJ/mol: 0.0
Charge: 0
Frontier orbital gap in Ha: 0.3289